No. 1
Molecular formula: C7H14N3
Method: DFT, ωB97M-V with the def2-TZVPD basis set

Cartesian coordinates (Å):
C -0.351 2.008 -0.960
N -0.197 1.460 0.329
C 1.159 0.959 0.585
C 1.472 -0.239 -0.299
N 0.361 -1.085 0.075
C 0.499 -1.854 1.305
C -0.508 -1.190 2.270
N -1.283 -0.403 1.623
C -0.914 -0.186 0.342
C -2.009 -0.407 -0.601
H -1.391 2.260 -1.052
H 0.028 3.079 -0.848
H -0.042 1.379 -1.765
H 1.020 0.503 1.626
H 1.855 1.704 0.312
H 1.399 0.074 -1.287
H 2.503 -0.688 -0.162
H 0.116 -1.685 -0.634
H 1.480 -1.710 1.793
H 0.386 -2.881 1.099
H -0.676 -1.377 3.239
H -1.956 -0.018 -1.618
H -2.886 0.170 -0.296
H -2.303 -1.444 -0.446

Results
Orbital gap in eV: 10.12
Spin multiplicity: 1
HOMO energy in Eh: -0.4959
Total charge: +1
Structure (SMILES): CN1CC[N@H+]2CC=N[C@@]12C
Energy above the lowest of the compared OMol25 structures with the same formula, charge and spin in kcal per mole: 95.5
Maximum force in eV/Å: 5.73
Energy in a.u.: -439.03603


No. 2
Molecular formula: C7H14N3O5
Method: DFT, ωB97M-V with the def2-TZVPD basis set

Cartesian coordinates (Å):
N -0.630 2.399 -1.283
C -0.613 1.411 -0.052
C 0.638 1.270 0.446
O 1.606 2.156 0.215
C 0.938 0.305 1.606
O 2.225 0.708 2.017
C 0.745 -1.099 1.175
O -0.562 -1.372 1.642
C 0.881 -1.415 -0.311
O 1.661 -0.427 -1.021
C -0.419 -1.758 -1.158
N -1.321 -0.680 -1.611
C -2.281 -0.196 -0.744
O -3.431 -0.491 -0.761
N -1.790 0.772 0.074
H 0.314 2.887 -1.076
H -1.437 2.950 -1.013
H -0.682 1.878 -2.137
H 2.442 1.925 0.827
H 0.357 0.566 2.464
H 2.418 0.062 2.758
H 1.302 -1.832 1.735
H -0.415 -1.801 2.563
H 1.397 -2.329 -0.337
H 1.908 -0.902 -1.901
H -1.035 -2.410 -0.459
H -0.024 -2.364 -2.064
H -1.750 -1.167 -2.376
H -2.442 0.952 0.782

Results
Orbital gap in eV: 9.79
Spin multiplicity: 1
HOMO energy in Eh: -0.4674
Total charge: +1
Structure (SMILES): [NH3+]/C1=C(\O)[C@H](O)[C@@H](O)[C@H](O)CNC(=O)N1
Energy above the lowest of the compared OMol25 structures with the same formula, charge and spin in kcal per mole: 4.5
Maximum force in eV/Å: 4.40
Energy in a.u.: -815.28546


No. 3
Molecular formula: C7H14N3S
Method: DFT, ωB97M-V with the def2-TZVPD basis set

Cartesian coordinates (Å):
C -0.210 -0.582 -0.380
C -0.841 -1.879 -0.923
C -2.201 -1.842 -0.230
C -2.453 -0.384 0.123
C -0.956 1.595 0.459
C -0.485 2.519 -0.649
C 4.190 -0.508 1.160
N 1.066 -0.477 -0.236
N -1.110 0.185 0.163
N 1.930 0.337 -0.561
S 3.482 0.499 -0.219
H -1.079 -1.819 -1.968
H -0.193 -2.776 -0.820
H -2.861 -2.461 -0.753
H -2.143 -2.315 0.747
H -3.145 -0.020 -0.653
H -2.992 -0.175 1.158
H -1.910 2.017 0.870
H -0.927 2.295 -1.648
H 0.544 2.428 -0.910
H -0.472 3.572 -0.364
H 3.998 -1.523 0.853
H 3.795 -0.206 2.119
H 5.156 -0.183 1.274
H -0.184 1.705 1.389

Results
Orbital gap (alpha / beta) in eV: 7.82 / 6.52
Spin multiplicity: 3
HOMO energy (alpha / beta) in Eh: -0.4023 / -0.4813
Total charge: +1
Energy above the lowest of the compared OMol25 structures with the same formula, charge and spin in kcal per mole: 0.0
Maximum force in eV/Å: 4.13
Energy in a.u.: -837.14739


No. 4
Molecular formula: C7H14NO
Method: DFT, ωB97M-V with the def2-TZVPD basis set

Cartesian coordinates (Å):
C 3.469 1.343 0.416
C 3.184 0.241 0.019
C -0.001 -0.050 -0.062
C 2.970 -1.068 -0.616
C -2.063 1.364 0.123
C -1.816 -0.776 -1.124
C -1.489 -0.687 1.397
N -1.475 -0.025 0.126
O 0.488 1.130 -0.063
H 3.426 2.233 0.998
H 1.432 1.197 -0.155
H 2.395 -1.024 -1.561
H 2.426 -1.727 0.030
H 3.877 -1.568 -1.033
H -1.804 1.742 1.162
H -1.359 1.810 -0.655
H -3.094 1.134 -0.161
H -1.845 0.061 -1.856
H -1.178 -1.586 -1.527
H -2.903 -1.186 -1.009
H -1.078 -1.703 1.513
H -1.013 -0.067 2.319
H -2.548 -0.789 1.718

Results
Orbital gap in eV: 10.04
Spin multiplicity: 1
HOMO energy in Eh: -0.5025
Total charge: +1
Energy above the lowest of the compared OMol25 structures with the same formula, charge and spin in kcal per mole: 155.9
Maximum force in eV/Å: 5.33
Energy in a.u.: -404.64891


No. 5
Molecular formula: C7H14O
Method: DFT, ωB97M-V with the def2-TZVPD basis set

Cartesian coordinates (Å):
C 0.523 1.959 0.330
C 0.462 0.782 0.952
C 0.379 0.549 2.446
C 0.055 -0.479 0.240
C 1.201 -1.437 0.125
C -1.201 -0.701 -0.155
C -1.729 -2.046 -0.612
H 0.548 1.937 -0.781
H 0.523 2.856 0.948
H -0.326 -0.227 2.783
H 1.330 0.162 2.830
H 0.275 1.396 3.094
H 0.920 -2.257 -0.533
H 1.970 -1.026 -0.530
H 1.757 -1.721 1.040
H -1.978 0.047 -0.024
H -2.568 -2.378 -0.026
H -1.998 -2.191 -1.652
H -0.937 -2.740 -0.331
O 0.359 1.447 -2.700
H 0.145 0.518 -2.863
H -0.427 1.937 -2.439

Results
Orbital gap in eV: 9.88
Spin multiplicity: 1
HOMO energy in Eh: -0.3358
Structure (SMILES): C=C(C)/C(C)=C/C.O
Energy above the lowest of the compared OMol25 structures with the same formula, charge and spin in kcal per mole: 47.4
Maximum force in eV/Å: 2.32
Energy in a.u.: -350.28398